# C16H18GdN2O5

C16H18GdN2O5 as an isolated structure in a non-equilibrium geometry (wB97M-V/def2-TZVPD, the Open Molecules 2025 dataset).

Properties
HOMO (spin up / spin down) ... -0.60834 / -0.60854 hartree
Total energy ... -1870.33131 hartree
Gap between HOMO and LUMO (spin up / spin down) ... 0.1289 / 0.1427 hartree
2S+1 ... 8
Charge ... +3

Last column: Mulliken charge in e.
Atoms and positions in Å:
Gd1 0.004888 0.006891 -0.040752  0.91
O1 0.150032 3.229660 0.367635  -0.13
C1 0.111020 2.071997 0.152148  0.39
C2 -0.101019 -2.070838 0.019196  0.29
O2 -0.155689 -3.250505 0.090158  -0.09
C3 2.072135 -0.097611 -0.014352  0.24
O3 3.252872 -0.156135 0.032186  -0.09
C4 -2.074072 0.094099 -0.066064  0.27
O4 -3.250145 0.158976 -0.039577  -0.09
C5 0.031939 0.668072 -5.131142  -0.54
H1 -0.874087 1.296268 -5.211304  0.28
H2 0.995810 1.206407 -5.190979  0.28
C6 -0.031443 -0.665710 -5.188052  -0.51
H3 0.876962 -1.286750 -5.296396  0.27
H4 -0.992863 -1.196877 -5.316850  0.27
C7 1.793699 -3.279460 7.836323  -1.13
C8 1.565408 -1.815700 8.148525  -0.45
N1 0.664507 -1.115188 7.115550  0.31
C9 -0.699853 -0.836598 7.599179  -0.77
C10 -0.730499 0.293605 8.628003  -1.08
C11 1.178307 -0.981090 5.842210  0.24
O5 2.292473 -1.437116 5.532553  -0.41
C12 0.414231 -0.198489 4.748493  0.01
C13 -0.393507 0.862003 5.085198  0.36
C14 -1.092417 1.543204 4.106496  -1.31
C15 -0.893421 1.159823 2.767830  0.07
N2 -0.040185 0.214177 2.447874  -0.24
C16 0.636306 -0.468390 3.405995  -0.09
H5 0.837060 -3.783393 7.798480  0.35
H6 2.380317 -3.701484 8.629900  0.39
H7 2.308187 -3.408354 6.899261  0.39
H8 1.068177 -1.742216 9.107749  0.35
H9 2.496447 -1.244779 8.211419  0.39
H10 -1.335965 -0.612752 6.737618  0.64
H11 -1.101625 -1.751450 8.032475  0.36
H12 -0.303959 1.211106 8.232796  0.38
H13 -1.756322 0.477206 8.893549  0.40
H14 -0.182446 0.025069 9.523581  0.43
H15 -0.540613 1.200035 6.120935  0.31
H16 -1.778003 2.356485 4.354025  0.46
H17 -1.488738 1.726988 2.015756  0.45
H18 1.342097 -1.280487 3.057470  0.47

Cartesian forces, eV/Å:
Gd -0.2 0.0 -1.1
O -0.2 -6.1 -1.2
C 0.7 13.7 1.8
C -0.7 -14.2 0.8
O 0.3 6.7 -0.4
C 14.5 -0.7 0.3
O -6.7 0.3 -0.2
C -13.9 0.6 -0.1
O 6.3 -0.4 -0.1
C 0.0 0.3 -0.3
H 0.5 -0.5 0.2
H -0.6 -0.4 0.2
C 0.0 -0.3 -0.4
H -0.6 0.4 0.2
H 0.6 0.4 0.3
C -0.4 0.0 -0.6
C -0.3 1.0 -0.3
N 0.6 -1.5 2.4
C -0.2 0.1 -1.2
C 0.6 0.0 0.0
C 1.6 0.4 -2.9
O -2.1 0.6 1.2
C 0.9 -0.9 0.9
C -1.0 1.1 0.5
C -0.1 0.1 -0.8
C -1.4 1.7 1.8
N 1.0 -1.2 -1.2
C 0.3 -0.9 -0.5
H -0.2 -0.3 0.0
H 0.3 -0.2 0.4
H 0.2 -0.1 -0.2
H -0.3 0.2 0.0
H 0.0 -0.1 -0.3
H 0.2 -0.1 0.2
H 0.3 -0.3 0.2
H 0.1 0.1 0.0
H -0.5 0.0 0.1
H 0.0 0.0 0.1
H 0.3 -0.3 -0.6
H 0.3 -0.3 -0.1
H 0.6 -0.7 0.3
H -0.9 1.1 0.6